Formula: C6H12N2
Source: the OMol25 dataset
Level of theory: ωB97M-V/def2-TZVPD

```
20
Properties=species:S:1:pos:R:3:forces:R:3
C 1.637668 0.127052 1.835129 0.40 -0.84 1.29
C 0.205019 -0.181238 1.645827 -0.94 0.75 0.97
C -0.826998 0.745056 1.607243 0.42 -1.19 -0.14
C -1.562372 -1.279035 1.115640 1.51 -0.81 0.36
N -0.290886 -1.444103 1.474550 -0.20 0.41 -1.69
N -1.931466 0.004296 1.238537 -0.49 1.09 0.10
H 2.187271 0.105599 0.892614 0.01 0.71 0.12
H 2.122650 -0.630789 2.447813 -0.15 -0.62 -0.14
H -0.890353 1.791034 1.844752 0.06 0.06 -0.12
H -2.040415 -2.049300 0.532051 -0.79 0.02 0.59
H -2.864634 0.381431 1.278419 -0.01 -0.26 -0.38
H 1.750511 0.963114 2.528531 0.18 0.68 -0.92
C -0.304588 0.102321 -2.793130 0.84 0.64 0.53
C 0.861058 0.361568 -1.801993 -0.24 -1.50 0.02
H -1.144972 -0.494798 -2.437777 -0.09 0.53 0.65
H -0.605899 1.061411 -3.211673 -0.41 -0.34 -0.41
H 0.123161 -0.578455 -3.511940 0.12 0.25 -0.89
H 1.736571 0.802724 -2.275018 -0.18 0.18 -0.27
H 1.149177 -0.660246 -1.551150 0.46 0.05 0.50
H 0.689497 0.872360 -0.858426 -0.52 0.19 -0.17
```
Positions in Å, forces in eV/Å.

Values from the calculation:
LUMO level ... 0.9 eV
Net charge ... 0
SMILES ... Cc1c[nH]cn1.CC
Max |F| ... 1.76 eV/Å
Calculated total energy ... -9396.0965 eV


Formula: C6H12N2
Source: the OMol25 dataset
Level of theory: ωB97M-V/def2-TZVPD

```
20
Properties=species:S:1:pos:R:3:forces:R:3
C -0.831164 0.990769 1.141328 -0.48 -0.69 0.59
C 0.170441 0.889084 -1.628172 0.47 2.22 1.14
C -1.307579 -0.950897 -1.159992 -2.94 0.00 1.87
C 1.506488 0.552324 1.030822 1.47 0.73 2.30
C 0.010865 -0.392652 -0.797531 0.35 2.09 -0.73
C 0.124726 -0.064894 0.718564 1.39 0.27 -0.60
N -1.590717 1.645994 1.701340 -0.01 0.29 -0.30
N -0.025661 -1.287879 1.425170 -0.55 -1.55 1.55
H -0.095151 0.748371 -2.705253 0.36 0.34 1.01
H -0.383697 1.809556 -1.135920 0.24 -1.97 -1.23
H 1.198936 1.272629 -1.447000 -0.35 -0.42 -1.15
H -1.533041 -1.793875 -0.521516 0.20 -0.86 -0.14
H -2.137095 -0.234395 -0.674574 1.46 -0.99 -1.97
H -1.456711 -1.275253 -2.213946 0.01 0.74 0.76
H 1.734562 1.327548 0.306358 -0.14 0.41 0.44
H 1.640119 0.972879 2.158497 -0.85 -0.76 -2.70
H 2.394897 -0.101982 0.960787 -0.81 -0.48 -0.25
H 0.847507 -1.046787 -1.035312 -0.04 -0.29 0.11
H 0.698085 -1.521198 2.112840 -0.67 0.51 -0.39
H -0.965809 -1.539343 1.763511 0.91 0.40 -0.30
```
Positions in Å, forces in eV/Å.

Values from the calculation:
LUMO level ... 0.9 eV
Net charge ... 0
SMILES ... CC(C)[C@](C)(N)C#N
Max |F| ... 3.48 eV/Å
Calculated total energy ... -9395.5136 eV


Formula: C6H12N2
Source: the OMol25 dataset
Level of theory: ωB97M-V/def2-TZVPD

```
20
Properties=species:S:1:pos:R:3:forces:R:3
C 0.355799 -0.085140 0.672035 0.72 2.24 0.23
C 1.448406 -0.081134 1.448970 0.24 0.22 -3.18
C -1.107036 0.169966 0.506855 -0.15 -0.56 -1.39
C -0.152988 0.098107 -0.717390 0.62 -3.79 -1.36
C 2.920726 -0.089678 0.977830 -2.23 2.52 5.59
C -1.962261 1.479445 0.671811 2.13 -3.01 1.86
N -1.363465 -1.377794 -2.406315 0.46 -0.68 0.07
N -0.180659 -1.325132 -1.593405 -1.79 3.05 3.47
H 1.527963 -0.056531 2.477637 -1.16 0.03 2.25
H -1.597089 -0.811551 0.693177 -0.30 0.89 -0.50
H 0.180214 0.839688 -1.506641 -0.78 -0.10 1.73
H 2.989163 -0.029262 0.006029 0.66 0.18 -5.18
H 3.232957 -1.011565 1.390750 1.45 -0.67 0.35
H 3.341045 0.904651 1.484796 -0.27 -2.45 -1.01
H -1.402140 2.276455 0.286539 0.29 1.36 -0.49
H -2.135573 1.532532 1.719433 0.28 0.85 1.22
H -2.943993 1.345395 0.359880 -1.50 -0.16 -1.65
H -1.907871 -2.108258 -1.939711 -0.16 0.68 -0.48
H -1.904377 -0.503622 -2.464730 0.56 -0.46 0.30
H 0.661178 -1.166569 -2.067548 0.94 -0.12 -1.85
```
Positions in Å, forces in eV/Å.

Values from the calculation:
LUMO level ... 1.1 eV
Net charge ... 0
SMILES ... C/C=C1/[C@@H](C)[C@@H]1NN
Max |F| ... 6.52 eV/Å
Calculated total energy ... -9391.7405 eV


Formula: C6H12N2
Source: the OMol25 dataset
Level of theory: ωB97M-V/def2-TZVPD

```
20
Properties=species:S:1:pos:R:3:forces:R:3
C 1.102589 1.715358 -0.205614 -4.43 0.19 -1.52
C 1.841449 -0.885097 2.051189 -0.82 1.88 -0.78
C 1.229504 0.819267 0.920612 0.01 -0.78 -0.28
C 0.807486 1.067398 2.173783 -0.33 0.83 1.90
N 1.886257 -0.409245 0.784638 -1.07 0.02 3.76
N 1.163513 0.005361 2.973877 1.19 -2.37 -5.86
H 2.170434 -1.872801 2.300598 0.20 -0.13 0.42
H 1.362406 0.038159 3.901063 0.34 0.00 3.12
H 0.319665 1.920628 2.684952 0.38 -0.54 -0.94
H 1.973969 2.215409 -0.354012 2.43 1.81 -0.64
H 0.198757 2.415386 -0.125313 1.52 -0.51 0.46
H 0.808307 1.231515 -1.151754 0.57 -0.38 0.34
C -2.542349 -0.650898 -1.829706 1.57 0.25 -0.42
C -1.156746 -1.456860 -2.179804 -2.38 1.23 -2.11
H -2.451300 -0.294157 -0.788955 0.00 -0.52 -0.15
H -2.476515 0.334776 -2.372744 -0.85 -1.20 -0.01
H -3.497111 -1.237227 -1.900204 0.97 0.74 -0.38
H -0.394097 -0.615864 -2.216106 -0.36 -1.89 0.48
H -1.165391 -2.077260 -3.169061 -0.19 1.76 1.23
H -1.180826 -2.263847 -1.497438 1.24 -0.37 1.39
```
Positions in Å, forces in eV/Å.

Values from the calculation:
LUMO level ... 0.9 eV
Net charge ... 0
SMILES ... Cc1c[nH]cn1.CC
Max |F| ... 6.44 eV/Å
Calculated total energy ... -9395.2619 eV


Formula: C6H12N2
Source: the OMol25 dataset
Level of theory: ωB97M-V/def2-TZVPD

```
20
Properties=species:S:1:pos:R:3:forces:R:3
C 2.108639 -0.191753 0.824753 -0.52 -1.37 2.63
C 1.669475 0.159004 -0.584034 0.63 -0.41 -0.05
C -0.484372 -1.143656 -0.742236 -0.11 -0.89 0.42
C -1.552923 -0.706187 0.214505 0.07 -1.20 0.85
C -1.919644 0.625864 -0.357589 1.23 0.24 0.36
C -0.479437 1.159273 -0.141735 -2.46 2.41 1.32
H 1.884860 0.669287 1.527109 0.02 -0.97 -0.74
H 1.450317 -1.080686 1.180517 1.34 1.27 -0.24
H 3.203257 -0.430923 1.071140 -1.50 0.17 -1.00
H 2.262695 -0.356589 -1.355790 -0.51 -0.05 0.19
H 1.921571 1.174195 -0.618369 0.60 1.71 -0.88
H 0.095817 -2.003917 -0.360846 0.01 0.50 -0.19
H -0.834270 -1.326304 -1.702303 -0.59 -0.93 -1.85
H -1.007657 -0.737478 1.122432 0.46 0.78 1.15
H -2.853276 0.212933 1.470735 -0.08 -1.02 -2.26
H -2.145863 0.395812 -1.400407 0.04 0.81 0.05
H -0.309579 1.521719 0.955670 0.05 -1.29 -1.42
H -0.384609 2.044339 -0.716220 0.40 1.27 -0.54
N 0.238135 0.146961 -0.825445 1.99 -1.57 0.33
N -2.863135 -0.131892 0.438112 -1.05 0.54 1.85
```
Positions in Å, forces in eV/Å.

Values from the calculation:
LUMO level ... 0.9 eV
Net charge ... 0
SMILES ... CCN1C[C@@H]2N[C@H]2C1
Max |F| ... 3.69 eV/Å
Calculated total energy ... -9391.4040 eV


Formula: C6H12N2
Source: the OMol25 dataset
Level of theory: ωB97M-V/def2-TZVPD

```
20
Properties=species:S:1:pos:R:3:forces:R:3
C -2.064782 -0.285161 -0.170976 0.17 0.63 0.50
C -0.678208 -0.590200 0.360048 -1.21 1.61 1.37
C -0.179893 0.643946 1.173174 0.19 -0.68 0.05
C 0.400049 0.755798 -1.222915 1.96 -0.84 0.35
C 0.560966 -0.604523 -0.497577 0.55 -0.07 -0.47
C 1.928705 -0.588077 0.237752 0.01 0.37 0.21
H -2.250655 0.781623 -0.232213 -0.10 0.22 -0.19
H -2.884753 -0.699807 0.432864 0.51 -0.14 0.15
H -2.105011 -0.739079 -1.118005 -0.52 -0.35 -1.45
H 0.613782 0.376769 1.880933 0.01 0.58 -0.41
H -0.946558 1.124071 1.734888 -0.78 0.33 0.45
H -0.431350 2.285488 -0.183184 -0.55 0.45 0.48
H 1.286004 1.035741 -1.883130 -0.78 -0.11 1.26
H -0.443792 0.868611 -1.830733 -1.41 -0.26 -0.97
H 2.011266 -1.002156 1.268612 -0.60 0.08 -0.70
H 2.303944 0.439402 0.284625 -0.14 -0.12 0.12
H 2.662818 -1.113371 -0.342318 0.27 -0.55 -0.56
H 0.238698 -2.448598 0.331498 0.76 -0.51 0.15
N 0.218581 1.562767 0.038008 1.09 -0.49 -0.12
N -0.239820 -1.803239 -0.261359 0.57 -0.14 -0.21
```
Positions in Å, forces in eV/Å.

Values from the calculation:
LUMO level ... 1.1 eV
Net charge ... 0
SMILES ... C[C@@]12CNC[C@]1(C)N2
Max |F| ... 2.44 eV/Å
Calculated total energy ... -9392.4086 eV


Formula: C6H12N2
Source: the OMol25 dataset
Level of theory: ωB97M-V/def2-TZVPD

```
20
Properties=species:S:1:pos:R:3:forces:R:3
C 0.284559 -0.404230 3.123421 0.11 0.02 0.03
C 1.653244 -0.298574 2.457662 -0.05 -0.24 0.66
H 0.276828 0.004928 4.138870 0.08 0.03 -0.14
H -0.404785 0.174357 2.505871 -0.26 -0.21 0.18
H -0.041637 -1.442677 3.202315 -0.16 0.07 -0.17
H 1.987867 0.733279 2.557596 0.17 0.00 -0.50
H 1.571272 -0.637147 1.428181 0.14 0.35 -0.18
H 2.404722 -0.925101 2.944078 -0.05 -0.01 0.07
C 1.255093 -0.037116 -1.936713 -0.31 -0.15 -0.67
C -2.077040 0.501232 -0.771013 0.09 -0.15 -0.36
C -0.223534 0.130668 -1.799527 -0.01 0.27 -0.18
C -1.175858 0.296240 -2.772373 0.21 -0.45 0.34
N -0.807196 0.270423 -0.569148 0.04 0.12 0.52
N -2.350757 0.522589 -2.100322 -0.18 -0.06 -0.39
H -2.825156 0.651127 -0.013845 -0.07 0.02 0.05
H -3.234392 0.564547 -2.578019 -0.13 0.14 0.37
H -1.169766 0.160234 -3.837786 0.15 0.17 -0.10
H 1.483304 -0.330575 -2.967564 0.10 0.25 0.10
H 1.635243 -0.836476 -1.312668 0.02 -0.01 0.35
H 1.757990 0.902271 -1.699015 0.11 -0.16 0.01
```
Positions in Å, forces in eV/Å.

Values from the calculation:
LUMO level ... 0.9 eV
Net charge ... 0
SMILES ... Cc1c[nH]cn1.CC
Max |F| ... 0.75 eV/Å
Calculated total energy ... -9396.7974 eV


Formula: C6H12N2O
Source: the OMol25 dataset
Level of theory: ωB97M-V/def2-TZVPD

```
21
Properties=species:S:1:pos:R:3:forces:R:3
C -1.565294 0.087373 1.124258 0.41 -0.49 0.17
C 0.484369 0.037660 -2.237464 -0.05 -0.04 0.08
N -0.426707 -0.434940 0.365495 -0.31 -0.27 -0.23
C 0.024094 0.786655 -1.016716 2.40 1.18 0.00
C -0.737868 1.889952 -1.121750 0.08 -0.11 0.27
O -0.740757 -1.794568 0.037576 0.45 0.34 0.50
H -0.220231 -1.958302 -0.764799 -0.18 0.06 0.10
H -1.818309 -0.617199 1.916182 -0.06 0.02 0.07
H -1.299009 1.049685 1.556113 0.03 -0.04 -0.11
H -2.402093 0.197376 0.437129 0.04 0.09 -0.04
H 1.356411 0.541421 -2.657895 -0.02 0.02 0.09
H 0.824019 -0.976616 -2.012296 -0.04 -0.03 -0.03
H -0.295021 -0.005290 -3.001817 0.02 -0.01 0.13
H -1.009498 2.495405 -0.268165 0.21 0.12 -0.02
H -0.984331 2.278104 -2.101823 -0.29 -0.29 0.00
C 1.500040 -0.898883 1.992496 0.12 0.26 -0.03
C 0.954568 -0.130661 0.830268 -0.69 -0.77 -0.04
N 1.451007 0.729857 0.067708 -2.07 -0.09 -0.88
H 0.948957 -0.658834 2.906316 0.05 -0.02 -0.05
H 2.550392 -0.644020 2.128747 -0.07 -0.04 0.04
H 1.405260 -1.974174 1.820435 -0.03 0.11 -0.04
```
Positions in Å, forces in eV/Å.

Values from the calculation:
LUMO level ... 0.7 eV
Net charge ... 0
Max |F| ... 2.68 eV/Å
Calculated total energy ... -11439.2345 eV


Let's list relative energy (zero: lowest compared OMol25 entry of this formula, charge and spin) in order: 72.7; 128.9; 493.0; 153.2; 525.4; 428.5; 5.0; 524.5 kJ/mol.
Let's list HOMO energy in order: -0.3113; -0.3583; -0.3198; -0.3161; -0.3067; -0.3050; -0.3176; -0.2714 hartree.
Let's list orbital gap in order: 9.4; 10.7; 9.8; 9.5; 9.3; 9.4; 9.5; 8.1 eV.